20
Properties=species:S:1:pos:R:3:forces:R:3:lowdin_charge:R:1 method="wB97M-V/def2-TZVPD" de_lowest_kj_mol=314.5 homo_ev=-10.082 e_lumo_ev=0.0 orbital_gap_ha=0.3693 fmax_ha_per_bohr=0.1026 spin_multiplicity=1
C 0.5443 1.3789 3.0530 -0.1 0.0 0.2 -0.1214
C 0.7550 1.2176 1.5524 0.2 0.1 -0.2 -0.2821
C -0.1774 0.1814 0.9316 -0.2 -0.3 0.2 -0.2216
C 0.0449 0.0224 -0.5633 0.2 0.7 -0.6 -0.1317
C -0.9187 -0.9024 -1.2405 -1.8 -1.3 0.3 -0.3087
O -1.6356 -1.6809 -0.6525 0.2 0.5 0.1 0.1054
C -0.8472 -1.0422 -2.7755 5.1 0.9 -0.7 -0.4420
N -0.4649 -2.2153 -3.2534 -1.0 0.2 -0.3 0.1089
H 1.2252 2.1315 3.4737 -0.2 -0.2 -0.1 0.0707
H -0.4867 1.6934 3.2740 0.3 -0.1 0.0 0.0751
H 0.7230 0.4295 3.5800 -0.1 0.3 -0.1 0.0751
H 0.6036 2.1874 1.0510 0.0 -0.2 0.1 0.1120
H 1.7999 0.9286 1.3543 -0.2 0.1 0.0 0.1121
H -0.0275 -0.7900 1.4286 -0.1 0.2 -0.1 0.1244
H -1.2247 0.4667 1.1179 0.2 -0.1 0.0 0.1261
H -0.0151 0.9912 -1.0875 0.1 -0.2 0.1 0.1341
H 1.0618 -0.3462 -0.7821 -0.2 0.0 0.0 0.1475
O -0.2005 -0.1756 -3.4635 -1.1 1.2 0.2 -0.0592
H -0.9938 -2.9985 -2.8824 0.5 -0.7 -0.5 0.0913
H 0.2345 -1.4773 -4.1158 -1.9 -1.2 1.5 0.2840